Record 1
Density functional theory data (ωB97M-V/def2-TZVPD) for the molecule C5H14N2.

XYZ file:
```
21
Properties=species:S:1:pos:R:3:forces:R:3
C -1.34152 -1.21775 -1.88550 1.33 -3.44 -1.51
C -0.08047 -0.42836 -1.59773 -1.62 1.67 0.95
N -0.37418 0.59787 -0.51568 0.17 -0.98 -0.63
C 0.67356 0.69689 0.49410 0.22 0.29 0.08
C 0.69485 2.14927 1.01926 -0.52 -1.27 3.47
C 0.44139 -0.27025 1.67127 1.54 0.05 0.88
N 0.07812 -1.63592 1.30784 4.05 1.91 0.15
H -2.23479 -0.67768 -1.98060 -1.19 1.15 1.16
H -1.31319 -2.09046 -1.17567 -1.02 0.94 -0.57
H -1.43743 -1.68794 -2.94757 1.17 0.42 1.50
H 0.78126 -0.99999 -1.28880 0.03 -0.44 -0.07
H 0.17485 0.09341 -2.47974 0.69 0.68 -1.10
H -0.58206 1.49835 -0.94365 0.25 -0.30 0.19
H 1.65952 0.43718 -0.00131 -0.59 0.41 0.67
H 1.05308 2.73508 0.22057 -0.45 1.45 -0.88
H -0.33645 2.38353 1.61901 2.31 -0.15 -2.13
H 1.48442 2.28959 1.83373 -0.91 -0.45 -0.96
H 1.44909 -0.24779 2.31239 -2.01 -0.02 -1.12
H -0.37181 0.14749 2.30497 0.53 -0.24 -0.31
H -0.76963 -1.85565 1.63355 -3.71 -1.31 0.72
H 0.35141 -1.91686 0.39957 -0.25 -0.37 -0.49
```
Positions in Å, forces in eV/Å.

Results
Lowest unoccupied orbital energy ... 1.1 eV
Gap between HOMO and LUMO ... 9.76 eV
Electronic energy ... -308.3482 hartree
Spin multiplicity ... 1


Record 2
Density functional theory data (ωB97M-V/def2-TZVPD) for the molecule C5H14N2.

XYZ file:
```
21
Properties=species:S:1:pos:R:3:forces:R:3
C 1.00319 -0.85263 2.27030 0.40 -0.35 -0.65
C 0.11745 -0.42559 1.13791 -0.70 -0.97 0.44
N -0.53021 0.78827 1.51914 -2.24 1.43 1.04
C 0.92573 -0.27354 -0.19191 -2.36 1.16 0.01
N 0.01524 0.19742 -1.27818 -0.76 -2.97 -0.18
C -0.60113 1.44688 -1.57641 2.54 0.95 3.55
C -0.76060 -0.89945 -1.92464 2.43 -2.78 1.30
H 1.71990 -0.08489 2.49853 0.89 0.18 -0.30
H 0.42721 -0.86859 3.16230 -0.63 -0.67 0.81
H 1.41649 -1.81852 1.97313 0.44 -0.04 0.68
H -0.73096 -1.18330 1.16502 1.16 0.35 -1.08
H -0.28773 1.61720 1.01101 -0.24 0.07 0.02
H -1.53579 0.77899 1.88777 2.38 -0.10 -1.19
H 1.82996 0.33104 -0.03330 -0.61 0.77 0.05
H 1.40720 -1.17840 -0.52418 -0.40 -0.80 -0.10
H -0.19244 2.17964 -0.83360 0.14 0.04 -1.15
H -0.30729 1.64484 -2.55544 -0.19 1.19 -1.79
H -1.61618 1.51264 -1.33113 -1.94 -0.27 -0.23
H -1.55655 -1.67356 -1.38783 1.76 2.39 -0.50
H 0.15214 -1.55560 -2.17907 -1.90 0.06 -0.27
H -1.22900 -0.57523 -2.83137 -0.17 0.36 -0.46
```
Positions in Å, forces in eV/Å.

Results
Lowest unoccupied orbital energy ... 1.0 eV
Gap between HOMO and LUMO ... 8.82 eV
Electronic energy ... -308.3181 hartree
Spin multiplicity ... 1


Record 3
Density functional theory data (ωB97M-V/def2-TZVPD) for the molecule C5H14N2.

XYZ file:
```
21
Properties=species:S:1:pos:R:3:forces:R:3
C 2.72590 0.40299 0.08728 -2.67 -0.52 1.21
N 1.72606 -0.15615 1.08878 0.85 -0.80 -1.71
C 0.53723 0.65977 1.19100 -1.26 -1.13 1.59
C -0.36560 0.68157 -0.04655 2.27 0.05 -0.18
C -1.21033 -0.61191 -0.23135 0.38 1.47 0.83
C -1.24374 -0.84633 -1.78942 -2.52 -0.70 2.40
N -2.45278 -0.32857 0.55632 0.79 -0.47 -1.24
H 2.61722 1.46776 0.34120 1.33 0.13 -0.93
H 3.67663 -0.10500 0.09299 0.46 0.34 0.68
H 2.32617 0.15586 -0.90211 0.03 0.52 0.04
H 2.13817 -0.38582 1.97862 0.01 0.25 0.02
H 0.74719 1.64050 1.59600 0.18 0.83 -0.26
H -0.08192 0.18985 1.97768 0.21 0.18 -0.02
H 0.38437 0.78179 -0.83497 -0.28 -0.15 -0.48
H -0.84753 1.66556 -0.09245 -0.78 -0.59 0.14
H -0.77345 -1.41150 0.36992 0.64 -0.06 -0.55
H -1.63390 -1.81509 -2.11358 0.74 -0.42 0.29
H -0.23756 -0.62025 -2.09772 -0.30 0.27 -1.03
H -2.15915 -0.26668 -2.01467 1.17 0.86 -0.99
H -3.10006 0.11242 -0.08926 -0.54 -0.25 0.44
H -2.77292 -1.21079 0.93229 -0.72 0.17 -0.27
```
Positions in Å, forces in eV/Å.

Results
Lowest unoccupied orbital energy ... 1.1 eV
Gap between HOMO and LUMO ... 9.56 eV
Electronic energy ... -308.3500 hartree
Spin multiplicity ... 1


Question: Look up the electronic energy of the second one.
Answer: -308.3181 hartree


What did the third record say?
Density functional theory data (ωB97M-V/def2-TZVPD) for the molecule C5H14N2.

XYZ file:
```
21
Properties=species:S:1:pos:R:3:forces:R:3
C 2.72590 0.40299 0.08728 -2.67 -0.52 1.21
N 1.72606 -0.15615 1.08878 0.85 -0.80 -1.71
C 0.53723 0.65977 1.19100 -1.26 -1.13 1.59
C -0.36560 0.68157 -0.04655 2.27 0.05 -0.18
C -1.21033 -0.61191 -0.23135 0.38 1.47 0.83
C -1.24374 -0.84633 -1.78942 -2.52 -0.70 2.40
N -2.45278 -0.32857 0.55632 0.79 -0.47 -1.24
H 2.61722 1.46776 0.34120 1.33 0.13 -0.93
H 3.67663 -0.10500 0.09299 0.46 0.34 0.68
H 2.32617 0.15586 -0.90211 0.03 0.52 0.04
H 2.13817 -0.38582 1.97862 0.01 0.25 0.02
H 0.74719 1.64050 1.59600 0.18 0.83 -0.26
H -0.08192 0.18985 1.97768 0.21 0.18 -0.02
H 0.38437 0.78179 -0.83497 -0.28 -0.15 -0.48
H -0.84753 1.66556 -0.09245 -0.78 -0.59 0.14
H -0.77345 -1.41150 0.36992 0.64 -0.06 -0.55
H -1.63390 -1.81509 -2.11358 0.74 -0.42 0.29
H -0.23756 -0.62025 -2.09772 -0.30 0.27 -1.03
H -2.15915 -0.26668 -2.01467 1.17 0.86 -0.99
H -3.10006 0.11242 -0.08926 -0.54 -0.25 0.44
H -2.77292 -1.21079 0.93229 -0.72 0.17 -0.27
```
Positions in Å, forces in eV/Å.

Results
Lowest unoccupied orbital energy ... 1.1 eV
Gap between HOMO and LUMO ... 9.56 eV
Electronic energy ... -308.3500 hartree
Spin multiplicity ... 1


Copy entry 1 word for word.
Density functional theory data (ωB97M-V/def2-TZVPD) for the molecule C5H14N2.

XYZ file:
```
21
Properties=species:S:1:pos:R:3:forces:R:3
C -1.34152 -1.21775 -1.88550 1.33 -3.44 -1.51
C -0.08047 -0.42836 -1.59773 -1.62 1.67 0.95
N -0.37418 0.59787 -0.51568 0.17 -0.98 -0.63
C 0.67356 0.69689 0.49410 0.22 0.29 0.08
C 0.69485 2.14927 1.01926 -0.52 -1.27 3.47
C 0.44139 -0.27025 1.67127 1.54 0.05 0.88
N 0.07812 -1.63592 1.30784 4.05 1.91 0.15
H -2.23479 -0.67768 -1.98060 -1.19 1.15 1.16
H -1.31319 -2.09046 -1.17567 -1.02 0.94 -0.57
H -1.43743 -1.68794 -2.94757 1.17 0.42 1.50
H 0.78126 -0.99999 -1.28880 0.03 -0.44 -0.07
H 0.17485 0.09341 -2.47974 0.69 0.68 -1.10
H -0.58206 1.49835 -0.94365 0.25 -0.30 0.19
H 1.65952 0.43718 -0.00131 -0.59 0.41 0.67
H 1.05308 2.73508 0.22057 -0.45 1.45 -0.88
H -0.33645 2.38353 1.61901 2.31 -0.15 -2.13
H 1.48442 2.28959 1.83373 -0.91 -0.45 -0.96
H 1.44909 -0.24779 2.31239 -2.01 -0.02 -1.12
H -0.37181 0.14749 2.30497 0.53 -0.24 -0.31
H -0.76963 -1.85565 1.63355 -3.71 -1.31 0.72
H 0.35141 -1.91686 0.39957 -0.25 -0.37 -0.49
```
Positions in Å, forces in eV/Å.

Results
Lowest unoccupied orbital energy ... 1.1 eV
Gap between HOMO and LUMO ... 9.76 eV
Electronic energy ... -308.3482 hartree
Spin multiplicity ... 1


Question: spin multiplicity of number 2 (C5H14N2)?
Answer: 1